Density functional theory data (ωB97M-V with the def2-TZVPD basis set) for C41H29F3N2O9PSTl as an isolated structure.

XYZ file:
```
87
Properties=species:S:1:pos:R:3:forces:R:3
Tl -0.74694 0.34271 0.58396 -0.096 0.092 -0.056
S 0.78192 -0.36296 -2.60426 -0.248 0.037 -0.066
P 0.95616 -2.78356 -0.28533 0.034 -0.066 -0.301
F 4.71252 5.86988 -5.17961 0.033 0.027 -0.029
F 5.34648 7.10156 -3.51436 0.063 0.035 -0.041
F 6.29284 5.18966 -3.88111 0.043 0.033 -0.015
O -5.39254 6.07588 3.53578 0.101 0.135 -0.054
O -2.88236 2.04436 2.27353 0.066 0.019 -0.059
O -7.39442 6.37287 2.81392 0.008 0.109 -0.106
O -9.31342 3.25151 -0.30820 -0.158 -0.008 0.174
O 1.77570 -0.53316 -1.55642 0.197 -0.004 0.161
O -8.41192 1.31045 -0.50580 -0.092 -0.102 0.116
O -3.52769 1.05504 0.34367 0.016 0.123 0.140
O -0.44563 0.29715 -2.17131 0.147 -0.083 -0.059
O 1.31304 0.13321 -3.86314 -0.015 0.024 0.057
N -8.42208 2.45034 -0.09267 0.421 0.186 -0.366
N -6.34288 5.75905 2.85438 -0.121 -0.411 0.194
C 0.99327 -5.46086 0.87217 0.026 -0.103 -0.052
C -0.25218 -2.26977 -4.22972 0.002 -0.078 -0.060
C -0.08535 -4.34466 -2.42393 -0.059 -0.049 0.019
C 4.86770 -3.57460 0.60422 -0.011 0.008 -0.020
C 0.33408 -3.07354 -2.01813 -0.005 -0.116 0.083
C 2.73077 -3.21331 -0.48503 0.070 0.016 0.113
C -7.23904 2.92125 0.65800 -0.122 -0.089 0.047
C -3.64932 1.82045 1.32108 -0.075 -0.138 -0.019
C 2.25511 3.82934 -1.35501 -0.099 -0.077 -0.111
C 2.71233 3.23935 -2.55055 -0.053 -0.013 0.041
C -5.06553 3.77810 2.09762 -0.001 0.071 0.155
C 2.73220 5.10373 -1.02681 0.049 0.052 0.004
C 5.09457 5.82613 -3.88071 -0.131 -0.050 0.051
C -0.87590 0.43801 4.07928 -0.030 0.005 0.071
C 1.41028 0.55448 3.29350 0.055 -0.013 -0.017
C 0.37477 -6.49133 1.57592 0.013 0.025 -0.042
C 5.49675 -3.64953 -0.63249 -0.022 0.018 0.026
C 3.50158 -3.34737 0.67357 -0.072 -0.001 -0.017
C 0.61556 2.40877 0.16588 -0.124 0.188 -0.028
C -1.05678 -4.22422 0.89757 0.058 0.020 0.015
C 0.23525 1.18164 3.70776 0.032 -0.047 0.022
C 3.64216 5.76134 -1.83994 -0.045 0.008 0.025
C 4.74655 -3.49646 -1.78889 -0.050 -0.015 0.018
C -0.58244 -4.57840 -3.69702 0.007 0.045 0.016
C 2.58356 1.36332 2.80963 -0.024 -0.042 -0.015
C -0.96161 -6.39415 1.93078 -0.002 0.054 -0.015
C 1.44455 -0.83923 3.27166 0.030 0.051 -0.020
C -4.97233 2.61090 1.35462 -0.011 0.043 -0.090
C -6.07145 2.17840 0.62519 -0.026 -0.057 -0.056
C -7.35217 4.10435 1.35810 -0.155 0.105 -0.011
C 4.08844 5.16117 -3.00841 0.013 -0.074 0.050
C -0.67418 -3.53257 -4.60644 0.020 -0.021 0.050
C -0.82461 -0.95054 4.05825 0.046 0.007 -0.009
C 0.28913 -4.31420 0.51944 -0.055 0.130 0.080
C -6.24399 4.50589 2.07378 0.083 0.121 -0.014
C 3.61823 3.89562 -3.35861 -0.029 0.008 -0.017
C -1.67924 -5.25360 1.58348 0.026 -0.044 0.005
C 3.37569 -3.28071 -1.71679 0.003 -0.056 0.004
C 1.33144 3.12778 -0.52390 0.153 -0.068 0.103
C 0.25406 -2.04146 -2.95487 0.001 0.054 -0.110
C 0.33974 -1.58821 3.65276 -0.026 0.007 0.012
H 3.96074 3.43088 -4.27619 -0.021 -0.024 0.029
H -0.02982 -5.17281 -1.72855 0.012 0.010 -0.013
H 2.73526 2.24781 3.43145 0.002 -0.007 0.001
H -5.99113 1.27945 0.02995 0.038 0.004 0.024
H -0.28811 -1.43594 -4.91956 0.011 -0.021 0.022
H -1.61262 -3.32327 0.65686 0.005 0.010 0.012
H 6.56727 -3.80621 -0.69250 -0.008 -0.011 0.005
H 4.00089 6.74616 -1.57093 -0.008 -0.005 0.027
H -8.25992 4.68539 1.34867 0.001 -0.019 0.005
H -4.21811 4.09366 2.69070 0.009 -0.021 -0.053
H 5.23043 -3.53561 -2.75720 -0.006 0.013 -0.008
H 0.17667 2.26448 3.69854 -0.012 -0.039 -0.058
H 2.37542 5.57214 -0.11876 0.011 -0.003 0.000
H 5.44445 -3.67372 1.51600 -0.001 -0.002 0.007
H 0.37577 -2.67071 3.60166 0.009 -0.008 -0.007
H -2.72147 -5.16016 1.86319 -0.002 0.005 -0.003
H -1.06398 -3.70389 -5.60306 -0.005 0.009 0.007
H 2.33094 2.26254 -2.82458 0.053 0.021 -0.019
H 3.01869 -3.26649 1.64390 0.039 -0.006 -0.048
H 0.94257 -7.37644 1.83997 0.005 0.013 0.000
H 2.03408 -5.56381 0.58759 -0.015 0.027 0.020
H 2.80658 -3.14711 -2.62807 0.020 0.016 0.018
H 3.49959 0.76979 2.81226 -0.007 0.005 0.010
H 2.34327 -1.33724 2.92010 -0.031 0.025 0.023
H -1.69931 -1.53294 4.32095 -0.005 0.011 0.004
H -1.79571 0.95004 4.33338 0.047 -0.032 -0.036
H -1.44074 -7.19458 2.48148 -0.005 -0.005 -0.003
H 2.39793 1.71021 1.78800 -0.005 -0.007 0.047
H -0.90006 -5.57688 -3.97529 0.012 0.005 0.012
```
Forces are in eV/Å.

Results
HOMO	-2.623	eV
charge	-2
spin multiplicity	1
Kohn-Sham gap	5.716	eV
energy	-97362.8686	eV
ΔE to the lowest compared entry with this formula, charge and spin	0.000	eV